Record 1
The following is a quantum chemistry calculation of a 2-piece molecular cluster, C3H8NO3 overall in a non-equilibrium geometry, from the Open Molecules 2025 dataset.

Each line ends with the natural charge from an NBO analysis.
Cartesian coordinates (Å):
O  -1.0544  -1.5301  1.3432  -0.8719
C  -1.5288  -0.4692  0.7826  0.2786
N  -0.7972  0.4530  -0.1290  -0.4631
C  0.6048  0.1333  -0.1962  0.0466
O  1.2732  0.9993  -1.0682  -0.8158
C  -3.0371  -0.4448  0.4955  -0.6632
H  -1.3283  0.5491  1.4417  0.0637
H  0.7130  -0.9334  -0.4666  0.1313
H  1.0738  0.1197  0.8108  0.1275
H  -3.2560  -1.4692  0.1523  0.1826
H  -3.6641  -0.2157  1.3567  0.1748
H  -3.3030  0.2158  -0.3299  0.1914
H  2.2887  0.7854  -0.9855  0.5163
H  4.2288  1.2061  -1.4063  0.3919
O  3.8171  0.4580  -0.9580  -1.2907

## Properties
Energy relative to the best compared isomer or geometry (same formula, charge and spin), eV: 3.089
LUMO energy (alpha / beta), eV: 6.9 / 6.8
⟨S²⟩: 0.757
Gap between HOMO and LUMO (alpha / beta), eV: 5.65 / 6.91
Charge: -2
Spin multiplicity: 2


Record 2
The following is a quantum chemistry calculation of a 2-piece molecular cluster, C5H10N4O2 overall in a non-equilibrium geometry, from the Open Molecules 2025 dataset.

Each line ends with the natural charge from an NBO analysis.
Cartesian coordinates (Å):
C  -0.3998  0.1487  -1.6631  0.1338
C  1.3015  -0.1222  1.5123  0.3124
C  1.1204  1.1310  0.9927  -0.3830
C  -0.1201  1.6195  1.5527  -0.2910
C  -0.6468  0.6325  2.3246  -0.0901
H  -1.7021  -1.9233  -0.4865  0.4716
H  0.8298  -1.4068  -1.1432  0.3689
H  0.2662  0.9460  -1.3564  0.1740
H  -0.5110  1.8034  -3.2047  0.4357
H  3.0346  -0.7700  0.7816  0.3710
H  2.8502  -1.0818  2.3695  0.3715
H  1.7560  1.6373  0.2676  0.2159
H  -0.4993  2.6452  1.4436  0.2270
H  -1.5264  0.5501  2.9459  0.2150
H  0.2154  -1.2688  2.8411  0.4120
N  -0.1111  -1.0498  -0.9773  -0.3462
N  -1.4310  0.2918  -2.3995  -0.1525
N  2.3598  -1.0745  1.4704  -0.8316
N  0.2158  -0.4358  2.2632  -0.5231
O  -1.0271  -2.1069  -1.1674  -0.5496
O  -1.4078  1.3932  -3.2415  -0.5415

## Properties
Energy relative to the best compared isomer or geometry (same formula, charge and spin), eV: 3.837
LUMO energy, eV: 0.6
Gap between HOMO and LUMO, eV: 8.57
SMILES: Nc1ccc[nH]1.O/N=C/NO


Record 3
The following is a quantum chemistry calculation of a 2-piece molecular cluster, C3H3Br2Cl overall in a non-equilibrium geometry, from the Open Molecules 2025 dataset.

Each line ends with the natural charge from an NBO analysis.
Cartesian coordinates (Å):
C  -0.1904  0.5580  0.4438  0.0215
C  1.5765  -0.3037  -0.7006  -0.2539
C  -1.3806  -0.2291  0.1798  -0.8103
Cl  2.7273  0.9405  -0.5372  0.0260
Br  -0.1410  2.3559  0.2439  0.1851
Br  2.0550  -1.8957  0.2980  0.0151
H  -1.0278  -0.5867  -0.8853  0.3220
H  -1.3058  -1.1823  0.6213  0.2597
H  -2.3132  0.3431  0.3363  0.2347

## Properties
Energy relative to the best compared isomer or geometry (same formula, charge and spin), eV: 5.197
LUMO energy (alpha / beta), eV: -1.1 / -1.5
Gap between HOMO and LUMO (alpha / beta), eV: 7.23 / 6.75


Record 4
The following is a quantum chemistry calculation of a 9-piece molecular cluster, C17H45BIN2O11S overall in a non-equilibrium geometry, from the Open Molecules 2025 dataset.

Each line ends with the Mulliken charge.
Cartesian coordinates (Å):
C  1.2641  -3.3636  3.1226  -0.6530
C  1.8594  -3.0936  1.7113  -0.3843
S  3.4485  -2.1872  1.7648  -0.0498
C  3.0519  -0.3881  1.8887  -1.0164
C  1.8862  -0.1501  2.7921  -0.3370
C  0.6149  -0.1266  2.1961  0.8392
C  -0.4384  0.0575  3.0269  -0.2553
C  -1.8428  0.0999  2.4605  -0.6863
C  -1.8533  0.5858  0.9996  -0.0398
O  -1.9458  1.7400  0.7028  -0.4408
I  -1.7203  -0.9387  -0.5130  0.3047
C  -0.2549  0.2515  4.4125  -0.6098
N  0.9305  0.2267  4.9372  -1.0497
N  1.9310  0.0117  4.1044  1.2241
B  3.3106  -0.0312  4.7981  0.3258
O  4.1280  -1.1027  4.7165  -0.4276
O  3.6930  1.0534  5.5051  -0.4091
H  0.8769  -4.3797  3.1828  0.3752
H  1.9560  -3.1147  3.9257  0.1661
H  0.3960  -2.7032  3.2441  0.0635
H  1.1291  -2.6050  1.0654  0.1350
H  2.1358  -4.0636  1.2975  0.4745
H  3.9255  0.2330  2.0922  0.6306
H  2.7031  -0.0942  0.8950  0.3139
H  0.5084  -0.2755  1.1312  0.4027
H  -2.3912  0.8737  3.0139  0.5545
H  -2.3956  -0.8350  2.5883  0.5135
H  -1.1234  0.3948  5.0429  0.5544
H  4.0706  -1.6914  5.4768  0.3078
H  2.9303  1.4827  5.9188  0.3402
C  -0.1834  2.8702  -2.3899  -0.5293
O  0.1548  3.8028  -1.3647  -0.4846
H  0.2011  3.2455  -3.3345  0.3136
H  0.2694  1.8974  -2.1772  0.1541
H  -1.2692  2.7671  -2.4582  0.3068
H  -0.1931  3.4587  -0.5379  0.2549
C  -4.4633  -2.9508  -3.6909  -0.4530
O  -3.5075  -3.0089  -2.6266  -0.4988
H  -4.5951  -3.9519  -4.0877  0.1293
H  -5.4192  -2.5884  -3.3161  0.2279
H  -4.0999  -2.2928  -4.4852  0.2808
H  -3.4023  -2.1181  -2.2849  0.0968
C  -7.4656  -5.3490  -4.2787  -0.5763
O  -7.1582  -4.4042  -3.2549  -0.4406
H  -7.0758  -4.9683  -5.2196  0.2138
H  -6.9981  -6.3123  -4.0610  0.2805
H  -8.5465  -5.4787  -4.3661  0.2832
H  -7.5077  -4.7519  -2.4305  0.2645
C  -2.7569  4.3837  2.3053  -0.3588
O  -3.7028  5.3777  2.6698  -0.5554
H  -2.4777  3.8322  3.2027  0.1734
H  -3.1913  3.6940  1.5799  0.1825
H  -1.8636  4.8508  1.8798  0.2571
H  -3.9421  5.8583  1.8729  0.3103
C  4.5887  -0.0302  -1.4220  -0.5549
O  3.6437  0.9271  -0.9364  -0.4531
H  4.9595  -0.6052  -0.5751  0.2677
H  4.1051  -0.7028  -2.1321  0.2958
H  5.4229  0.4775  -1.9067  0.2181
H  3.3262  1.4283  -1.6975  0.2345
C  4.4361  4.5499  -2.0628  -0.6122
O  3.2412  3.9469  -2.5552  -0.4112
H  5.2647  3.8706  -2.2522  0.1827
H  4.6247  5.4951  -2.5762  0.3445
H  4.3589  4.7266  -0.9875  0.2576
H  2.5184  4.5569  -2.3792  0.2396
C  -5.5377  -1.4414  0.8506  -0.5721
O  -4.5843  -1.5261  1.9131  -0.4688
H  -5.6820  -2.4332  0.4321  0.2092
H  -6.4879  -1.0708  1.2390  0.3251
H  -5.1690  -0.7710  0.0698  0.2260
H  -4.4793  -0.6391  2.2663  0.2703
C  6.5689  0.7196  -5.1635  -0.5871
O  5.2811  0.9954  -4.6155  -0.4441
H  6.5445  -0.2740  -5.6030  0.2297
H  6.8165  1.4477  -5.9390  0.2759
H  7.3315  0.7461  -4.3804  0.2700
H  5.3173  1.8764  -4.2331  0.2571

## Properties
LUMO energy, eV: -4.5
Gap between HOMO and LUMO, eV: 7.26
Charge: +1


Record 5
The following is a quantum chemistry calculation of C17H22N3O4Re as an isolated structure, from the Open Molecules 2025 dataset.

Each line ends with the natural charge from an NBO analysis.
Cartesian coordinates (Å):
Re  -0.0689  0.5348  -1.2640  1.1942
O  0.0652  2.0641  0.0050  -0.5263
N  0.7618  1.9925  1.1140  0.1398
N  1.2309  0.8390  1.3346  0.1780
O  1.0386  -0.1544  0.5221  -0.6022
C  2.0107  0.6128  2.5409  0.1441
C  2.7022  -0.5797  2.6398  -0.2305
C  3.4530  -0.8093  3.7841  -0.1917
C  3.4979  0.1396  4.7938  -0.1825
C  2.7925  1.3301  4.6658  -0.1896
C  2.0367  1.5801  3.5332  -0.2328
H  2.6524  -1.3038  1.8412  0.2476
H  4.0043  -1.7342  3.8813  0.2300
H  4.0820  -0.0456  5.6847  0.2303
H  2.8268  2.0712  5.4523  0.2313
H  1.4850  2.5017  3.4251  0.2467
O  -0.2298  -1.2881  -2.3886  -0.7191
C  -1.0798  -2.4075  -1.9987  -0.0661
C  -2.4747  -2.2383  -2.5609  -0.4275
C  -3.0692  -0.8698  -2.2065  -0.4501
C  -3.0938  -0.6517  -0.7191  0.2512
C  -4.1732  -1.0950  0.0319  -0.2442
C  -4.1847  -0.9110  1.4009  -0.1189
C  -3.1067  -0.2695  1.9892  -0.2444
C  -2.0633  0.1370  1.1860  0.0753
N  -2.0306  -0.0576  -0.1443  -0.5566
H  -0.1997  -1.2060  -3.3504  0.5179
H  -1.0691  -2.3965  -0.9108  0.2064
H  -0.5924  -3.3191  -2.3411  0.2114
H  -3.0946  -3.0384  -2.1479  0.2361
H  -2.4708  -2.3798  -3.6447  0.2241
H  -4.0810  -0.7904  -2.6030  0.2458
H  -2.4888  -0.0679  -2.6705  0.2251
H  -5.0042  -1.5693  -0.4731  0.2344
H  -5.0212  -1.2512  1.9961  0.2384
H  -3.0691  -0.0768  3.0514  0.2425
H  -1.2220  0.6550  1.6168  0.2053
C  2.6626  2.6058  -1.3600  -0.2560
O  2.2926  1.9514  -2.5789  -0.4788
C  1.2620  1.1221  -2.6185  0.1769
C  1.1869  0.6134  -4.0480  -0.7162
H  2.8567  1.8619  -0.5866  0.1784
H  1.8804  3.2924  -1.0502  0.2059
H  3.5755  3.1460  -1.5889  0.2134
H  1.8664  1.1757  -4.6856  0.2583
H  0.1787  0.7215  -4.4555  0.2251
H  1.4856  -0.4374  -4.0946  0.2199

## Properties
Energy relative to the best compared isomer or geometry (same formula, charge and spin), eV: 0.063
LUMO energy (alpha / beta), eV: -2.7 / -3.3
⟨S²⟩: 3.802
Gap between HOMO and LUMO (alpha / beta), eV: 7.87 / 7.29
Charge: +1
Spin multiplicity: 4